# 1
17
Properties=species:S:1:pos:R:3:mulliken_charge:R:1 method="wB97M-V/def2-TZVPD" homo_ev=-9.353 e_lumo_ev=1.1 multiplicity=1 charge=0 smiles=C[C@]12C[C@@H]3[C@H](C1)[C@@H]32
C 1.59 -1.22 -0.11 -1.344
C 0.37 -0.31 -0.04 0.658
C 0.38 0.81 1.02 -0.780
C -0.66 1.51 0.18 -0.453
C -1.55 0.44 -0.44 -0.442
C -1.06 -0.91 0.04 -0.720
C -0.22 0.78 -1.05 -0.466
H 1.32 -2.22 0.21 0.323
H 2.05 -1.29 -1.10 0.313
H 2.38 -0.87 0.57 0.329
H 0.16 0.55 2.07 0.295
H 1.35 1.31 0.95 0.382
H -0.99 2.54 0.28 0.400
H -2.53 0.70 -0.82 0.404
H -1.40 -1.28 1.01 0.312
H -1.24 -1.68 -0.73 0.347
H 0.05 1.15 -2.04 0.441

***

# 2
11
Properties=species:S:1:pos:R:3:mulliken_charge:R:1 method="wB97M-V/def2-TZVPD" homo_ev=-9.043 e_lumo_ev=0.6 multiplicity=1 charge=0
C -0.83 0.86 -0.41 -0.920
C -0.99 -0.06 -1.36 0.013
C 0.81 -1.00 1.24 0.506
C 0.39 0.78 0.38 0.426
N 1.14 -0.44 -0.01 -0.246
O 0.98 -2.00 1.79 -0.458
O 0.26 0.17 1.69 -0.349
S 0.44 -1.07 -1.52 -0.024
H -1.56 1.49 -0.13 0.418
H -1.83 -0.29 -2.05 0.347
H 1.18 1.56 0.39 0.286

***

# 3
121
Properties=species:S:1:pos:R:3:mulliken_charge:R:1 method="wB97M-V/def2-TZVPD" homo_ev="-0.780 / -1.907" e_lumo_ev="3.9 / 3.9" multiplicity=4 charge=-2 s_squared=3.786
Tc 0.60 -0.14 1.67 0.364
C -1.33 2.73 -5.85 -2.219
C -2.18 2.42 -4.61 2.171
C -3.30 1.46 -5.03 -1.681
C -2.79 3.75 -4.12 -1.729
C -1.37 1.78 -3.48 -0.228
C -1.97 1.50 -2.26 -0.751
C -1.26 0.89 -1.25 -0.313
Se -2.22 0.42 0.42 0.099
C -2.18 -1.54 0.01 -0.553
C -3.32 -1.98 -0.64 -0.360
C -3.51 -3.31 -0.96 -0.842
C -2.47 -4.18 -0.63 -0.101
C -1.32 -3.79 0.04 -0.286
C -1.17 -2.42 0.44 0.650
O -0.14 -2.06 1.16 0.317
C -0.20 -4.80 0.33 2.592
C 1.10 -4.32 -0.34 -1.477
C 0.03 -4.98 1.84 -1.637
C -0.53 -6.19 -0.24 -2.630
C -4.82 -3.77 -1.59 2.241
C -5.08 -3.01 -2.90 -1.717
C -4.83 -5.27 -1.90 -2.248
C -5.97 -3.48 -0.60 -1.721
C 0.11 0.58 -1.36 0.873
O 0.76 0.08 -0.36 -0.123
C 0.72 0.80 -2.63 -0.335
C -0.04 1.40 -3.64 -0.423
C 2.13 0.28 -2.92 2.576
C 2.58 0.60 -4.35 -2.692
C 2.10 -1.25 -2.77 -1.577
C 3.18 0.88 -1.97 -1.515
H -1.96 3.21 -6.60 0.454
H -0.51 3.39 -5.60 0.409
H -0.93 1.81 -6.28 0.378
H -3.89 1.87 -5.85 0.455
H -2.87 0.50 -5.34 0.321
H -3.97 1.26 -4.19 0.335
H -3.34 4.23 -4.94 0.492
H -3.49 3.58 -3.30 0.312
H -2.01 4.41 -3.77 0.266
H -3.02 1.73 -2.09 0.368
H -4.07 -1.23 -0.90 0.274
H -2.57 -5.23 -0.89 0.527
H 1.37 -3.34 0.07 -0.094
H 1.92 -5.01 -0.15 0.557
H 0.96 -4.21 -1.42 0.272
H 0.37 -4.05 2.28 0.029
H -0.91 -5.27 2.33 0.331
H 0.78 -5.75 2.02 0.532
H -0.71 -6.16 -1.32 0.404
H 0.31 -6.86 -0.05 0.471
H -1.41 -6.62 0.26 0.436
H -4.27 -3.20 -3.61 0.342
H -6.02 -3.34 -3.35 0.470
H -5.14 -1.94 -2.73 0.318
H -4.03 -5.53 -2.59 0.387
H -4.70 -5.86 -0.99 0.405
H -5.78 -5.54 -2.36 0.445
H -6.03 -2.42 -0.38 0.325
H -6.93 -3.80 -1.03 0.454
H -5.80 -4.01 0.33 0.355
H 0.44 1.58 -4.59 0.445
H 1.95 0.12 -5.09 0.423
H 2.57 1.68 -4.52 0.428
H 3.60 0.24 -4.49 0.490
H 1.36 -1.69 -3.44 0.311
H 3.08 -1.69 -3.00 0.487
H 1.84 -1.52 -1.74 0.059
H 3.21 1.96 -2.09 0.246
H 2.95 0.65 -0.94 -0.079
H 4.17 0.47 -2.20 0.600
Cl 3.01 -1.59 1.83 -0.202
C 2.46 -1.37 3.47 1.853
C 1.24 -0.69 3.60 -2.072
C 0.86 -0.47 4.93 1.045
Cl -0.56 0.46 5.23 -0.140
C 1.60 -0.92 6.02 -0.118
Cl 1.06 -0.64 7.63 -0.239
C 2.80 -1.60 5.82 0.619
Cl 3.75 -2.13 7.16 -0.247
C 3.25 -1.81 4.52 -0.342
Cl 4.76 -2.60 4.23 -0.216
O -1.82 -2.25 3.58 -0.788
H -1.93 -1.29 3.57 0.424
H -1.21 -2.40 2.84 0.035
C -1.22 0.65 1.90 -0.107
Ge 1.69 2.06 2.11 0.796
C 1.71 3.27 0.50 0.311
C 0.44 3.52 -0.02 -0.753
C 0.25 4.33 -1.13 -0.578
C 1.35 4.91 -1.76 -0.712
C 2.62 4.68 -1.25 -0.390
C 2.80 3.87 -0.14 -0.108
C 3.51 1.92 2.94 0.168
C 4.64 1.50 2.25 -0.004
C 5.81 1.13 2.91 -0.699
C 5.86 1.16 4.30 -0.597
C 4.73 1.56 5.01 -0.628
C 3.58 1.93 4.34 -0.472
C 0.89 3.50 3.27 0.392
C -0.46 3.49 3.60 0.137
C -1.04 4.58 4.25 -0.956
C -0.28 5.68 4.59 -0.464
C 1.08 5.70 4.28 -0.732
C 1.65 4.61 3.63 -0.371
H -0.42 3.06 0.46 0.360
H -0.75 4.50 -1.52 0.383
H 1.21 5.54 -2.63 0.332
H 3.48 5.13 -1.74 0.355
H 3.80 3.71 0.25 0.260
H 4.61 1.44 1.16 0.167
H 6.67 0.80 2.35 0.380
H 6.75 0.85 4.82 0.332
H 4.75 1.56 6.10 0.403
H 2.70 2.23 4.91 0.383
H -1.06 2.63 3.32 0.223
H -2.10 4.55 4.50 0.416
H -0.73 6.53 5.09 0.330
H 1.68 6.56 4.54 0.369
H 2.71 4.63 3.38 0.299

***

# 4
60
Properties=species:S:1:pos:R:3:mulliken_charge:R:1 method="wB97M-V/def2-TZVPD" homo_ev=-8.302 e_lumo_ev=0.1 multiplicity=1 charge=0 smiles="COc1ccc(CNC(=O)COC(=O)C2CCN(S(=O)(=O)c3ccccc3C(F)(F)F)CC2)cc1"
C 4.09 3.11 -0.45 -0.897
O 3.77 2.17 0.55 -0.402
C 2.52 2.21 1.10 0.593
C 1.50 3.06 0.69 -0.219
C 0.26 2.99 1.31 -1.015
C 0.02 2.09 2.33 0.498
C -1.35 1.96 2.95 -1.335
N -1.95 0.70 2.54 0.084
C -2.19 -0.29 3.41 0.608
O -2.09 -0.18 4.61 -0.700
C -2.62 -1.62 2.80 -0.363
O -3.05 -1.52 1.45 -0.282
C -2.80 -2.58 0.67 0.154
O -2.28 -3.59 1.05 -0.657
C -3.35 -2.43 -0.75 0.405
C -2.48 -3.25 -1.70 -1.178
C -1.06 -2.66 -1.76 -0.844
N -1.08 -1.21 -1.70 0.076
S -0.35 -0.51 -0.39 2.546
O -0.91 0.80 -0.21 -0.838
O -0.33 -1.38 0.75 -0.690
C 1.38 -0.38 -0.90 -0.156
C 2.29 -0.93 -0.02 -0.953
C 3.65 -0.88 -0.27 -0.725
C 4.11 -0.28 -1.42 -0.741
C 3.21 0.27 -2.32 -0.719
C 1.85 0.23 -2.06 0.071
C 0.92 0.81 -3.10 0.591
F 0.31 -0.15 -3.83 -0.268
F -0.04 1.59 -2.61 -0.208
F 1.58 1.57 -3.99 -0.321
C -2.31 -0.60 -2.16 -1.011
C -3.49 -0.98 -1.25 -0.881
C 1.04 1.25 2.74 -0.202
C 2.28 1.31 2.14 -0.577
H 5.13 2.93 -0.71 0.231
H 3.99 4.14 -0.08 0.395
H 3.46 2.99 -1.34 0.297
H 1.64 3.76 -0.11 0.440
H -0.53 3.65 0.98 0.300
H -1.30 1.93 4.04 0.572
H -1.99 2.78 2.63 0.341
H -1.90 0.50 1.55 0.012
H -3.42 -2.05 3.41 0.447
H -1.76 -2.30 2.84 0.258
H -4.34 -2.89 -0.70 0.469
H -2.42 -4.28 -1.35 0.492
H -2.93 -3.25 -2.70 0.404
H -0.55 -2.97 -2.67 0.437
H -0.49 -3.01 -0.90 0.480
H 1.90 -1.40 0.87 0.738
H 4.35 -1.31 0.44 0.472
H 5.17 -0.23 -1.63 0.445
H 3.57 0.74 -3.22 0.533
H -2.47 -0.93 -3.18 0.564
H -2.17 0.47 -2.15 0.450
H -4.42 -0.87 -1.81 0.579
H -3.52 -0.31 -0.40 0.221
H 0.87 0.54 3.54 0.480
H 3.09 0.67 2.45 0.500